{
  "formula": "C51H119N20O7P5",
  "method": "the ωB97M-V functional and the def2-TZVPD basis",
  "orbital_gap_ev": 7.89,
  "total_charge": 0,
  "homo_ev": -7.69,
  "energy_ev": -145400.4371,
  "elements": ["C", "H", "H", "H", "H", "H", "H", "C", "H", "N", "H", "C", "H", "H", "O", "H", "H", "H", "H", "C", "C", "H", "H", "C", "C", "H", "H", "H", "O", "C", "H", "H", "H", "H", "C", "H", "H", "C", "H", "H", "H", "H", "H", "P", "C", "C", "C", "C", "H", "H", "H", "H", "N", "H", "H", "H", "H", "H", "H", "C", "N", "H", "C", "C", "H", "H", "C", "C", "H", "H", "C", "H", "H", "H", "H", "H", "C", "C", "H", "H", "P", "C", "N", "H", "H", "H", "H", "H", "H", "N", "H", "C", "H", "H", "H", "C", "C", "C", "H", "H", "C", "H", "C", "N", "O", "H", "H", "H", "P", "O", "N", "C", "C", "H", "H", "C", "H", "H", "H", "H", "N", "H", "H", "H", "H", "H", "H", "C", "C", "C", "C", "C", "N", "N", "H", "H", "N", "H", "N", "H", "N", "H", "H", "H", "H", "H", "H", "H", "C", "H", "H", "H", "H", "N", "H", "H", "H", "O", "N", "C", "H", "H", "C", "C", "H", "H", "H", "H", "H", "C", "N", "H", "C", "C", "H", "N", "C", "N", "H", "C", "H", "C", "H", "H", "O", "H", "H", "H", "H", "N", "C", "C", "H", "P", "P", "H", "N", "C", "H", "O", "H", "C"],
  "positions_angstrom": [[-1.121341, 1.716389, -5.459994], [-0.326731, -1.185801, -2.363854], [4.414099, -2.029661, -2.418324], [-1.331531, 3.212439, 3.917656], [5.258419, -1.930401, -5.842464], [-4.434151, 3.898289, 5.944386], [-6.909851, 2.880839, 3.399906], [-3.368131, 3.854579, 5.721206], [4.007439, 1.301809, 2.481466], [-5.668371, 4.459289, 3.220096], [-2.040311, -0.839291, -2.336894], [2.927019, -7.571751, -0.339124], [-3.366761, -4.683571, -1.030664], [-3.552771, -5.556091, 1.365866], [-4.178251, 0.692629, -1.928984], [-3.082231, 3.501729, -1.323064], [2.784859, 5.532249, -5.158564], [-3.438481, 8.304609, 5.006836], [-4.752661, 6.000449, 6.370106], [1.799799, -1.639731, -4.713334], [-4.076081, 3.496299, -1.770654], [0.476219, -6.521631, -5.102464], [-2.122661, 1.946279, -5.824164], [5.384889, -1.601161, -0.535364], [-0.952701, -0.664391, 5.422206], [2.136299, -2.183181, -1.278644], [3.995729, -2.442761, -7.016154], [-0.576931, 1.258709, -6.285974], [-0.405891, -1.204751, 0.510446], [-1.178281, -1.581281, 4.414656], [1.857049, -5.433981, -2.473264], [1.285139, -0.699161, -4.909674], [0.309359, -3.987131, 1.343586], [5.071949, 5.538799, 1.695806], [-5.858001, 3.002199, 3.141126], [-3.307671, 1.232479, 1.322796], [-4.554681, -4.229981, 3.135296], [2.520979, 4.590739, -2.728664], [0.533799, 1.683219, 2.878826], [6.304349, -1.394321, -1.062814], [0.608219, 2.920609, 1.593316], [0.743749, -4.221991, -3.042654], [-0.814371, -4.044241, 0.057006], [1.130289, 2.677199, -4.182964], [1.163149, 2.141479, 2.115926], [1.465689, -0.954741, 5.154266], [-4.815341, -2.058231, 0.666896], [0.379409, -0.276231, 5.799776], [0.826289, -3.877421, -0.332704], [-2.504551, 3.218399, 2.505266], [2.745629, -9.312891, 2.183936], [-0.035241, 5.652619, 3.447736], [2.375799, 2.704319, 2.668096], [1.347329, 1.357649, 1.381216], [2.544239, 3.803299, -1.975344], [-6.135961, 5.831049, 5.316656], [2.418829, -3.806411, -2.853834], [5.806329, -4.013481, -4.268744], [2.878669, -8.288701, -1.158724], [-1.320061, 3.952429, -4.467854], [1.565589, 5.180049, 2.098076], [2.715519, -6.528331, -0.572854], [-4.509761, 0.716229, -4.268074], [4.531369, 5.137339, 4.651346], [1.116629, 4.972669, 0.104486], [2.802119, 4.605349, 0.472916], [2.942829, -5.297441, 2.231176], [1.966459, 5.258479, 0.724316], [-0.755591, -5.508651, -1.580294], [1.700329, -7.079321, -3.912154], [-1.238641, -1.329191, -1.784234], [-7.739051, 4.841039, 2.802416], [1.270929, 0.827129, -1.004054], [1.785659, 0.252319, -2.645054], [-5.790551, 2.728779, 2.088126], [-3.873441, -0.142481, -4.482064], [3.321179, 1.749489, 3.200306], [-4.235971, -2.728801, -0.424284], [-2.329971, -0.077521, 2.142006], [2.354289, -7.465761, 4.041666], [2.404269, -4.040751, -5.798024], [-2.384991, 0.652279, 1.334256], [0.291489, -5.839081, 0.185026], [4.878239, 3.783109, 1.600546], [-5.564191, 7.424829, 5.814596], [0.047109, 6.555079, 2.003576], [1.947989, -1.855131, 1.071596], [1.649419, -1.868601, -3.658294], [-1.932171, 4.167869, -5.343644], [-0.426021, 2.869069, -4.909184], [-4.674181, 3.074299, -0.963014], [-3.729521, 7.793249, 4.089276], [-0.467501, -1.856891, -6.106434], [1.174889, -9.839451, 1.495816], [-1.177731, 2.250339, -1.612484], [4.316929, -1.994711, -1.343274], [0.168069, -4.413971, 0.350636], [3.061619, -2.080051, -0.731334], [-6.733791, 6.246279, 3.093686], [3.877979, -5.770021, 2.531596], [-1.239951, -0.786311, -0.296114], [-1.541851, -2.376161, -1.780184], [1.523259, -6.476531, -4.802874], [-3.210491, 4.084689, 4.294616], [2.365709, -4.660151, -7.132194], [-2.836861, 7.652699, 3.479766], [-4.302271, 1.378529, -5.108554], [2.945239, -4.317851, 2.709186], [0.741659, -6.923231, 1.349966], [2.075509, 1.803439, -4.975844], [-4.989091, -2.666461, 1.923286], [-4.303971, 1.365549, -2.935354], [4.705859, -2.773061, -6.258044], [-2.162591, -1.843391, 4.055716], [2.062569, -5.913581, 4.716776], [-3.823101, -4.083561, -0.257264], [-1.529321, 1.304239, 1.509996], [-5.525201, 0.320559, -4.289134], [2.678479, -10.011841, 0.559536], [2.743909, 0.969909, 3.697416], [0.625229, 2.053659, -2.666534], [-2.735361, 4.456699, 6.373236], [5.257819, 5.949509, 4.623966], [4.484589, -4.798871, -3.506174], [3.974119, 2.204149, 3.945336], [-0.148241, -2.760811, 2.946766], [-4.483031, 8.435869, 3.633906], [-0.228051, 2.783139, -1.660714], [-5.244801, 6.431789, 5.498426], [4.967219, 4.627309, 2.284296], [4.128419, -1.512211, 1.333656], [-4.510921, -3.854801, 2.123506], [4.005399, -3.563661, -5.278454], [3.950909, 4.802249, 3.326906], [-0.088051, -7.172961, -1.438774], [2.328299, 6.259039, 0.487536], [1.268899, -1.934041, 4.232516], [3.562249, 4.674939, -3.039744], [1.990179, -5.107771, -4.559654], [1.268129, 4.694409, -5.849484], [1.399169, -2.694021, -5.628034], [-4.980531, -0.991701, 0.626686], [5.089239, 4.249859, 4.950106], [-0.251861, -3.486961, -6.589214], [2.467379, -0.757141, 5.506386], [-1.557521, -6.609151, -0.492264], [-5.233531, 2.399269, 3.800366], [5.417639, -3.368271, -6.830054], [-0.585731, -6.356091, -0.916154], [2.860259, -1.412851, -4.823074], [-2.976901, 0.016759, -0.678084], [-2.655651, 2.095089, 3.769916], [2.126579, 5.460089, -2.202554], [5.359179, -1.416111, 0.784176], [3.908379, -7.565821, 0.135216], [2.084279, -7.035851, -5.551554], [-1.764521, -0.280111, 6.021936], [-3.450271, 5.513409, 2.033086], [-4.414581, 6.545879, 4.326126], [1.754319, -4.607801, -3.176804], [-4.061751, -2.138981, -1.312064], [-0.433311, 3.807789, -1.970654], [-0.056261, -2.149181, 3.832116], [-0.033761, -2.799321, -5.772094], [2.885509, -5.168261, 1.150376], [2.565689, 1.521039, -1.902064], [5.128309, -5.404491, -5.127124], [-3.108791, 2.824319, 5.964936], [-1.222591, 1.018739, -4.628654], [0.208999, 5.549019, 2.390526], [-2.251921, 0.050789, 0.024306], [5.985049, 4.624659, 2.674296], [2.144079, -9.390611, 1.278286], [1.561259, 1.113029, -2.015024], [-0.835591, 4.877409, -4.155114], [1.678829, 4.261109, -3.866644], [4.886039, -4.554221, -4.489574], [1.932799, -7.993771, 0.655256], [-4.507281, 2.994769, -3.874674], [-6.746721, 5.258759, 2.632456], [3.801119, 5.465999, 5.390826], [1.769989, 5.165679, -5.004414], [3.960239, -1.295161, 2.378166], [-2.051361, 3.667539, -3.711464], [-0.426301, -7.617481, 1.986686], [0.187259, 2.806739, -0.653214], [-0.540991, -3.088871, -4.851774], [1.227759, 6.052109, -4.675264], [-4.463121, 4.468669, -2.075264], [-4.197611, 2.663609, -2.972154], [1.688749, -6.606161, 3.962656], [-2.365391, 3.128899, 3.582636], [0.561689, 0.490299, 6.538436], [2.319009, 4.280119, 3.359956], [-4.106531, 5.191639, 3.320576], [0.708679, -7.016981, 4.205136], [1.756219, -6.128471, 2.570766], [-3.910111, -4.581041, 1.069226], [-0.502651, 4.906709, 1.871786], [1.604409, 4.299289, 4.672906], [-6.631531, 5.414039, 1.559746], [2.947199, -1.881221, 0.662576]],
  "forces_ev_per_a": [[0.6, -0.3, 0.6], [0.2, 0.0, 0.5], [0.1, -0.2, -0.1], [0.2, 0.2, -0.4], [-0.2, 0.2, 0.2], [0.1, 0.4, 0.5], [0.0, -0.5, 0.2], [-0.6, -0.5, -0.4], [-0.3, -0.1, -0.5], [1.2, 0.6, 0.7], [0.0, 0.2, -0.1], [-0.7, -0.2, 1.5], [0.0, 0.1, -0.1], [0.2, -0.2, -0.5], [-0.2, -0.4, 1.0], [0.2, 0.3, -0.6], [0.2, -0.5, -0.5], [0.2, -0.3, 0.3], [0.3, 0.0, 0.0], [0.6, 0.6, 0.0], [-0.7, -0.3, -0.3], [-0.2, 0.0, 0.2], [0.1, 0.4, 0.1], [0.1, -0.4, -0.6], [1.7, 0.8, 1.4], [0.0, -0.3, -0.3], [0.0, 0.4, 0.1], [0.2, 0.0, 0.1], [-0.2, 0.6, -0.4], [1.0, 0.0, -0.1], [0.1, -0.1, 0.0], [-0.2, -0.1, -0.3], [0.3, -0.6, 0.1], [-0.6, 0.2, -0.5], [-0.8, 1.2, -0.6], [0.1, -0.1, 0.3], [-0.1, -0.3, 0.0], [-0.2, -0.7, 0.1], [-0.2, 0.0, 0.2], [0.5, -0.1, 0.3], [-0.1, 0.0, 0.2], [-0.3, 0.1, -0.1], [-0.4, -0.3, 0.1], [-0.7, -0.2, 0.2], [-0.1, 0.1, -0.1], [-2.3, -0.6, 0.3], [0.9, -2.3, 1.4], [-0.6, -1.7, -1.8], [0.4, 0.0, 0.0], [0.5, 0.5, 0.1], [0.0, 0.0, 0.1], [0.3, -0.6, 0.0], [0.8, 1.5, -0.2], [0.4, -0.1, -0.1], [-0.3, -0.2, -0.1], [0.0, 0.0, -0.1], [0.3, -0.1, -0.4], [0.1, 0.1, -0.2], [0.3, 0.4, -0.4], [-0.4, -0.4, -0.9], [0.5, -1.2, 3.0], [0.0, -0.2, -0.7], [-0.3, -0.5, -0.9], [0.3, -0.3, -0.4], [0.0, 0.1, -0.3], [-0.1, -0.3, 0.3], [-1.2, -0.9, -0.2], [0.4, -0.1, 0.1], [0.2, -0.2, -0.3], [-0.3, 0.2, 0.3], [-1.1, 0.7, 0.9], [0.1, -0.3, 0.2], [-0.5, -0.2, -0.3], [-0.6, -0.2, 0.1], [0.3, -0.7, -0.1], [0.2, 0.0, 0.7], [-0.1, -0.1, 0.6], [-0.3, -0.3, 1.2], [-0.4, -0.2, 0.0], [0.3, -0.3, 0.2], [1.2, -0.6, 1.5], [0.2, -0.1, -0.4], [0.2, -0.4, -0.5], [-0.5, -0.1, 0.3], [-0.1, 0.1, -0.2], [-0.2, 0.2, -0.2], [0.1, 0.0, 0.5], [-0.2, -0.2, 0.3], [-0.1, 0.4, -0.1], [1.4, 1.7, 0.0], [-0.4, 0.1, -0.2], [-0.5, 0.4, 0.0], [0.2, 0.3, 0.1], [0.1, 0.1, 0.1], [-0.2, 0.0, 0.2], [-1.0, 0.7, 0.9], [-0.1, 1.2, -0.2], [0.3, 0.2, 0.9], [0.0, 0.1, 0.0], [0.1, -0.3, -0.2], [0.7, -1.3, -0.4], [0.4, -0.2, 0.2], [0.3, -0.1, -0.1], [-0.2, 0.6, -1.7], [-0.4, 0.0, 0.1], [-0.3, 0.1, -0.2], [-0.5, 0.2, 0.0], [-0.4, 0.1, 0.1], [2.0, -1.0, 2.3], [-1.8, 1.0, 1.5], [-0.2, 3.0, -1.8], [0.8, -2.2, -0.4], [0.2, -0.2, -0.7], [-0.1, 0.0, 0.1], [-0.4, 0.5, -0.3], [-0.4, 1.0, 2.3], [0.0, 0.2, -0.1], [-0.1, 0.2, -0.2], [-0.1, 0.1, -0.1], [0.2, -0.3, 0.1], [1.2, -0.1, 0.8], [-0.2, 0.4, -0.1], [0.0, 0.2, -0.6], [-0.4, -0.3, -0.4], [-0.1, 0.2, 0.1], [0.0, -0.3, 0.2], [0.5, 0.5, -0.5], [0.0, -0.4, -1.4], [-0.3, 0.3, 0.4], [0.1, 0.9, -0.3], [-0.9, -0.7, -0.1], [0.7, -0.4, -1.7], [-1.3, -1.2, 1.0], [-0.8, -0.2, 1.3], [-0.3, -0.1, 0.0], [-0.3, 0.3, -0.3], [-2.0, 1.2, 0.0], [0.1, 0.5, 0.0], [0.1, 0.1, 0.5], [0.4, 0.4, -0.2], [1.1, 0.5, 0.4], [-0.5, 0.0, 0.0], [0.0, 0.0, 0.7], [-0.1, -0.3, 0.2], [0.3, -0.1, -0.3], [0.0, -0.5, -0.1], [0.1, 0.3, -0.2], [0.2, -0.2, 0.0], [0.6, 0.7, 1.0], [-0.1, 0.0, 0.0], [-0.4, 0.9, 0.3], [-0.3, -0.2, 0.4], [0.3, 0.4, -0.2], [-1.4, 0.3, -0.1], [0.3, -0.2, -0.2], [0.2, 0.6, -0.4], [-0.2, 0.3, -0.2], [-0.1, -0.1, 0.5], [0.5, -2.2, -1.0], [-0.2, -0.3, -0.8], [-0.1, -0.2, -0.3], [0.1, 0.0, 0.0], [2.4, 0.5, 0.3], [0.0, -0.4, -0.9], [0.5, 0.3, 0.0], [0.2, 0.5, 0.2], [-0.1, -0.3, 0.3], [0.2, -0.2, -0.3], [-0.3, -0.7, -0.1], [-0.7, 1.2, -0.7], [0.9, -0.9, -0.8], [-0.1, -0.7, 0.8], [-0.4, 2.1, -0.8], [0.9, 0.1, -0.4], [0.3, -0.3, -0.1], [-0.6, -1.7, -0.4], [-0.8, 1.8, -1.1], [-1.7, -0.8, 0.4], [0.3, 1.0, 0.4], [0.5, 0.3, 0.1], [-0.2, -0.5, -0.2], [-0.5, 0.4, 1.2], [0.7, 0.1, 0.3], [0.3, -0.3, 0.4], [1.5, 0.3, -0.6], [0.4, -0.1, -0.2], [-0.1, -0.2, 0.2], [-0.3, 0.4, -0.5], [0.4, 0.1, 0.5], [-0.1, 1.6, 0.0], [0.3, -1.0, -0.9], [-0.2, -0.2, 0.2], [0.0, -0.1, 0.1], [0.5, -0.9, -2.3], [-0.9, -0.6, 2.2], [-0.1, 0.5, 0.0], [-1.4, 0.8, -0.5], [-0.2, -0.2, -0.6], [-0.3, -0.2, 0.1], [1.0, 0.7, -1.2], [0.0, -0.1, -0.2], [1.3, 0.6, -1.8]],
  "mulliken_charge": [-0.627, -0.310, 0.370, 0.398, 0.340, 0.461, 0.362, -1.133, 0.280, 0.284, -0.193, -0.575, 0.475, 0.427, -0.686, 0.063, 0.315, 0.399, 0.201, -0.035, -0.880, 0.331, 0.357, -0.597, -0.345, 0.457, 0.385, 0.275, -0.058, -0.910, -0.043, 0.086, -0.549, 0.283, -0.963, 0.602, 0.433, -0.948, 0.223, 0.384, -0.384, -0.135, 0.168, 0.099, -0.367, -0.603, -0.525, -0.430, -0.125, 0.232, 0.292, 0.260, 0.823, 0.125, -0.116, 0.391, 0.129, 0.468, 0.380, -0.920, 0.316, -0.156, -1.315, -1.172, 0.413, 0.336, -0.711, -1.159, 0.305, 0.265, 0.020, 0.377, 0.123, -0.732, 0.234, 0.233, -0.706, -0.239, 0.056, 0.357, 0.157, -0.706, 0.911, 0.332, 0.426, 0.483, 0.291, -0.280, 0.549, 0.152, 0.387, -1.041, 0.314, 0.282, -0.657, -0.539, 0.389, 0.641, 0.346, 0.351, -0.034, 0.064, -1.050, 0.680, -0.853, 0.210, 0.449, 0.268, 0.236, -0.940, -0.615, 0.645, -1.280, 0.579, 0.307, -0.390, -0.341, 0.340, 0.364, -0.199, 1.136, 0.268, 0.399, 0.180, 0.403, 0.093, 0.337, 0.077, -1.091, -0.999, -0.853, -0.407, 0.486, 0.161, 0.389, 0.370, -0.234, 0.400, 0.552, 0.364, 0.326, 0.689, 0.396, 0.333, 0.520, 0.221, 0.254, 0.402, -1.166, 0.147, -0.243, 0.524, 0.437, -0.712, 0.301, 0.314, 0.453, -0.934, 0.253, -0.247, 0.481, 0.543, 0.261, -0.950, -0.031, 0.566, 0.310, 0.274, 0.023, -1.147, 1.345, 0.400, -1.025, -0.588, 0.278, 0.615, -1.035, 0.278, 0.248, -1.052, 0.301, -1.157, 0.653, 0.142, -0.908, -0.116, 0.274, 0.374, 0.315, 0.059, -1.171, -1.536, 0.437, 0.512, 0.613, 0.340, 0.454, -0.281, 0.264, -0.905, 0.235, -0.167]
}